(1)
# C32H23Cl5N3O2PRu

A structure of composition C32H23Cl5N3O2PRu (ωB97M-V/def2-TZVPD, the OMol25 dataset).

- spin multiplicity = 6
- energy above the lowest of the compared OMol25 structures with the same formula, charge and spin (eV) = 0.3807
- charge = +1
- E (hartree) = -4284.9515
- LUMO energy (spin up / spin down) (eV) = -2.494 / -4.352
- expectation value of S² = 8.768

Each line ends with the Löwdin spin population.
Positions of all 67 atoms, in Å:
H1 1.60224 -2.80044 2.96304  0.000
C1 2.80576 1.00506 3.18134  0.003
C2 -4.01884 1.23425 -0.93907  0.014
C3 2.77412 4.61470 -2.31865  -0.003
H2 1.16779 -2.47705 1.31030  0.002
H3 3.40199 -1.91878 4.48458  0.000
H4 -1.60359 -0.70537 4.00790  0.000
C4 4.11593 4.26772 -2.14411  0.017
Ru1 0.96459 -0.03987 -0.72436  3.664
H5 0.15511 -6.02875 -1.19662  0.002
H6 -2.29018 -5.76520 -1.16774  0.001
H7 3.10626 -0.43188 5.38218  0.000
H8 -0.48657 3.13342 2.46321  0.000
C5 2.68376 -1.11261 4.64850  0.001
N1 2.42702 -0.37486 3.42784  0.006
C6 -2.94636 0.75520 -1.68698  0.043
H9 2.67912 -2.58562 -1.17749  0.009
H10 -0.83649 1.60681 4.38680  0.001
Cl1 3.85065 0.29700 -1.63049  0.049
O1 2.47815 2.17514 1.05492  0.013
C7 -3.91411 1.67371 -3.68730  -0.001
N2 1.47790 -2.14280 2.21416  0.003
C8 -0.87835 -4.13464 -1.10481  0.005
C9 0.27726 -4.95341 -1.15475  0.032
C10 -1.90153 -1.92548 -1.00267  0.010
C11 -0.72394 -2.72868 -1.05561  0.038
C12 1.79078 3.63311 -2.30096  0.020
H11 1.75816 -1.51961 5.05893  0.000
C13 -1.04933 1.66587 1.01246  0.028
C14 3.47454 1.96561 -1.93385  0.021
H12 2.40106 -5.02450 -1.22465  0.000
C15 1.88995 -0.88450 2.31782  0.014
H13 -4.05870 1.07266 0.13155  0.001
C16 -1.00826 1.25656 3.37672  0.018
C17 -1.49180 0.35273 0.79280  0.029
C18 -2.88887 0.98364 -3.06198  0.011
H14 -5.87321 2.30256 -0.99406  0.000
O2 1.19946 1.35057 -2.11165  0.276
C19 2.12910 2.29131 -2.12034  0.025
Cl2 2.33769 6.25527 -2.54886  -0.002
H15 -2.02583 -1.51744 1.70857  0.000
H16 -0.89286 2.33975 0.17351  0.002
C20 -5.03863 1.92852 -1.57176  0.002
H17 -5.78319 2.69110 -3.43011  0.000
N3 1.80567 -0.00679 1.30475  0.106
C21 -1.43999 -0.04711 3.16410  0.006
Cl3 0.12399 4.01928 -2.46191  0.005
C22 -3.29065 -3.88907 -1.09406  -0.004
C23 -0.81842 2.11602 2.30338  0.003
Cl4 5.33220 5.47646 -2.16911  0.006
C24 4.46613 2.93320 -1.94172  -0.003
P1 -1.59453 -0.16233 -0.94121  0.189
C25 -1.68644 -0.50213 1.87725  0.016
C26 -4.98697 2.14525 -2.94180  0.007
Cl5 6.10307 2.48707 -1.69508  -0.001
C27 0.58233 -2.14332 -1.07085  0.184
H18 -4.27984 -4.32542 -1.12100  0.000
H19 -2.03937 0.63549 -3.63753  0.002
C28 -3.15074 -2.48854 -1.03404  0.015
H20 3.88169 1.15850 3.28096  0.000
C29 -2.18242 -4.68836 -1.12052  0.013
H21 -4.03393 -1.86076 -1.01996  0.001
C30 2.36917 1.18766 1.73412  0.015
C31 1.52238 -4.39476 -1.16949  0.007
H22 2.27861 1.70251 3.83397  0.000
H23 -3.87001 1.85348 -4.75284  0.000
C32 1.67031 -2.98711 -1.13567  0.077

***

(2)
# C16H13NO4

An isolated molecule of C16H13NO4 (ωB97M-V/def2-TZVPD, the OMol25 dataset).

- energy above the lowest of the compared OMol25 structures with the same formula, charge and spin (eV) = 0.7707
- SMILES = CNC(=O)Oc1ccc2c(c1)C(=O)c1ccccc1CO2
- E (hartree) = -973.2491
- LUMO energy (eV) = 0.006

Each line ends with the natural charge from an NBO analysis.
Positions of all 34 atoms, in Å:
C1 0.27473 2.68745 1.10577  -0.167
C2 -1.47975 4.31897 1.28175  -0.226
C3 -1.16853 -1.88891 -0.79752  -0.193
O1 2.21022 1.58803 0.34094  -0.533
C4 -1.01736 4.68128 2.53615  -0.192
H1 2.52611 -6.56079 -2.01805  0.195
O2 0.92685 -3.08395 -0.36573  -0.507
H2 1.62348 2.57995 2.75416  0.228
C5 -1.16250 0.52794 -0.57015  0.405
H3 0.78248 -6.37194 -2.31070  0.238
N1 1.51933 -5.15310 -0.83723  -0.621
H4 -1.52419 5.45590 3.09193  0.216
C6 -1.81339 -0.67496 -0.85984  -0.272
O3 -0.12748 -4.19067 -2.06726  -0.642
C7 0.99630 1.61111 0.37216  0.563
H5 -2.85169 -0.62079 -1.14631  0.228
H6 1.87866 -0.76594 0.12136  0.245
H7 1.35217 -7.23726 -0.86433  0.196
H8 -2.05746 3.57717 -1.19437  0.206
C8 0.09842 4.05923 3.07184  -0.210
C9 0.18126 0.49227 -0.16588  -0.260
H9 2.17888 -4.98734 -0.09437  0.404
C10 0.74839 3.07106 2.35601  -0.153
C11 0.83715 -0.74424 -0.16129  -0.174
C12 0.68643 -4.14973 -1.18242  0.887
C13 1.55452 -6.40776 -1.54419  -0.417
C14 0.18531 -1.92022 -0.47230  0.243
H10 0.46475 4.34841 4.04532  0.218
O4 -1.92280 1.63148 -0.76823  -0.494
H11 -0.44195 2.87218 -1.49779  0.188
H12 -2.33964 4.81450 0.85557  0.214
C15 -1.29528 2.89855 -0.80398  -0.103
C16 -0.83627 3.32675 0.56043  0.042
H13 -1.69743 -2.79827 -1.02897  0.247